# 1
{"formula": "C19H18F28NO5S", "method": "ωB97M-V with the def2-TZVPD basis set", "species": ["N", "S", "C", "O", "C", "F", "F", "F", "C", "C", "O", "F", "H", "H", "H", "H", "H", "H", "C", "C", "C", "F", "F", "F", "F", "O", "C", "C", "F", "F", "F", "F", "H", "H", "H", "H", "C", "C", "C", "F", "F", "F", "F", "O", "C", "C", "F", "F", "F", "F", "H", "H", "H", "H", "C", "C", "C", "F", "F", "F", "F", "O", "C", "C", "F", "F", "F", "F", "H", "H", "H", "H"], "coordinates": [[-2.447, -0.649, 3.082], [-1.790, 0.970, 3.132], [-0.540, 1.165, 1.722], [-0.853, 2.294, 0.882], [-1.996, 2.070, 0.067], [-2.079, 0.777, -0.508], [-3.233, 2.406, 0.693], [-1.872, 2.993, -1.055], [-0.936, 1.223, 4.787], [-2.131, 1.589, 5.827], [-2.044, 1.487, 7.055], [-3.385, 2.020, 5.245], [-2.340, -1.043, 2.118], [-3.478, -0.494, 3.176], [0.453, 1.433, 2.259], [-0.340, 0.185, 1.168], [-0.151, 2.073, 4.755], [-0.415, 0.237, 5.083], [0.489, -0.603, -2.740], [0.786, 0.217, -4.013], [-0.364, 0.352, -5.014], [-0.781, -0.836, -5.491], [0.030, 1.077, -6.088], [1.896, -0.282, -4.606], [1.121, 1.477, -3.599], [0.895, -1.979, -2.739], [0.021, -2.914, -3.343], [0.622, -3.564, -4.599], [0.982, -2.649, -5.520], [-0.280, -4.383, -5.192], [-1.169, -2.326, -3.570], [-0.207, -3.867, -2.407], [1.086, -0.152, -1.943], [-0.547, -0.488, -2.405], [-1.220, 0.863, -4.564], [1.507, -4.148, -4.344], [2.272, -7.399, -1.410], [1.179, -7.122, -0.356], [0.996, -5.661, 0.059], [2.108, -5.132, 0.605], [0.021, -5.554, 0.999], [1.399, -7.914, 0.721], [-0.003, -7.547, -0.894], [3.556, -7.823, -0.931], [4.455, -6.816, -0.510], [4.756, -6.880, 0.995], [3.633, -6.801, 1.741], [5.550, -5.847, 1.371], [3.993, -5.611, -0.905], [5.597, -7.022, -1.203], [1.916, -8.251, -1.996], [2.362, -6.585, -2.136], [0.704, -5.044, -0.794], [5.258, -7.814, 1.247], [-1.577, 5.710, 0.578], [-2.232, 7.000, 0.041], [-1.299, 8.196, -0.164], [-0.702, 8.592, 0.976], [-1.998, 9.264, -0.619], [-3.277, 7.324, 0.839], [-2.775, 6.688, -1.173], [-1.667, 5.479, 1.994], [-0.709, 6.114, 2.818], [-1.330, 7.162, 3.753], [-2.011, 8.106, 3.074], [-0.369, 7.805, 4.459], [0.279, 6.611, 2.050], [-0.144, 5.127, 3.561], [-2.133, 4.878, 0.140], [-0.555, 5.576, 0.209], [-0.523, 7.968, -0.899], [-2.021, 6.692, 4.454]], "atomic_forces_ev_per_a": [[-0.22, 1.07, -0.58], [-0.46, 0.31, -0.61], [2.39, -0.02, 0.64], [-2.42, -2.38, -0.32], [-1.03, 2.06, -2.91], [0.18, 2.97, 2.01], [3.53, -1.41, -1.35], [-0.25, -2.88, 3.40], [-0.23, -0.65, 0.55], [-0.69, -0.26, 4.15], [-0.13, 0.51, -6.03], [3.17, -1.06, 0.72], [0.31, 0.35, 0.94], [0.93, -0.14, 0.10], [-1.73, -0.25, -1.01], [-0.78, 1.31, 0.69], [-1.52, -1.21, -0.25], [-0.99, 1.59, -0.18], [0.13, -0.08, 0.79], [0.87, -0.54, 0.07], [-0.41, 0.53, -0.76], [0.10, 0.06, 0.13], [0.23, 0.05, 0.35], [-0.37, 0.05, -0.03], [-0.51, -0.03, 0.03], [-0.77, -0.23, -1.11], [-0.04, 1.39, 1.08], [0.32, -0.38, -0.80], [-0.03, -0.01, 0.43], [-0.10, 0.14, 0.50], [0.07, -0.56, -0.14], [0.19, -0.18, -0.37], [0.19, -0.08, -0.30], [0.01, -0.06, -0.40], [0.07, 0.01, 0.18], [0.02, -0.02, 0.25], [0.22, -0.48, -0.67], [0.51, -0.92, 0.22], [-0.47, 0.46, 0.08], [-0.08, -0.03, 0.03], [-0.13, -0.23, -0.05], [-0.04, 0.37, -0.02], [0.08, 0.52, -0.11], [0.02, 1.26, 0.88], [-0.80, -0.63, -1.57], [0.21, -0.10, 0.72], [0.04, -0.08, -0.28], [-0.04, -0.03, -0.43], [0.42, 0.10, 0.33], [-0.05, -0.02, 0.57], [0.00, 0.01, 0.31], [-0.02, 0.09, 0.33], [0.05, -0.20, -0.05], [0.07, -0.09, -0.22], [-0.02, -0.72, -0.12], [-0.66, -0.33, 0.57], [0.17, 0.85, -0.54], [-0.08, -0.12, -0.03], [-0.19, -0.37, -0.03], [0.29, 0.10, -0.07], [0.50, 0.08, -0.01], [0.68, 1.11, 0.43], [-0.16, -0.74, -1.70], [-0.35, 0.71, 0.53], [0.10, -0.44, -0.03], [0.15, -0.46, -0.22], [0.00, 0.00, 0.65], [-0.19, 0.07, 0.37], [-0.19, 0.40, 0.16], [-0.07, 0.34, 0.13], [-0.05, -0.19, -0.02], [0.03, -0.25, 0.00]], "total_charge": 1, "largest_force_ev_per_a": 6.06, "e_tot_ev": -118636.491, "gap_ev": 8.95}

# 2
{"formula": "C2H5N2O", "method": "ωB97M-V with the def2-TZVPD basis set", "species": ["N", "C", "N", "C", "O", "H", "H", "H", "H", "H"], "coordinates": [[-0.698, -0.669, -0.834], [0.344, 0.310, -0.240], [-0.025, 1.031, 0.844], [0.918, 0.113, 1.060], [1.593, -0.543, 1.765], [-1.153, -0.125, -1.636], [-1.323, -0.887, 0.004], [-0.315, -1.562, -1.176], [1.068, 0.510, -0.975], [-0.409, 1.822, 1.188]], "atomic_forces_ev_per_a": [[-0.81, 1.16, 0.73], [0.53, -2.54, -3.03], [0.98, -1.50, 1.54], [-0.67, -1.21, 0.99], [0.56, 0.10, 0.72], [0.13, -1.36, 1.45], [0.28, 0.29, -1.72], [0.11, 0.39, 0.00], [0.35, 1.26, -1.44], [-1.46, 3.41, 0.76]], "total_charge": 1, "smiles": "[NH3+][C@H]1NC1=O", "largest_force_ev_per_a": 3.99, "e_tot_ev": -7173.103, "gap_ev": 10.69}

# 3
{"formula": "C24H33AuN4Se2Si", "method": "ωB97M-V with the def2-TZVPD basis set", "species": ["Au", "C", "N", "C", "C", "C", "C", "C", "C", "C", "N", "C", "C", "C", "C", "C", "C", "N", "C", "C", "H", "H", "H", "H", "H", "H", "H", "H", "H", "H", "H", "H", "H", "H", "H", "H", "H", "H", "H", "H", "Se", "C", "C", "C", "N", "C", "C", "H", "H", "H", "H", "C", "Si", "C", "C", "Se", "H", "H", "H", "H", "H", "H", "H", "H", "H"], "coordinates": [[-0.026, 0.132, -1.263], [-2.455, -0.119, -2.912], [-2.090, 0.337, -1.540], [-2.857, -0.450, -0.539], [-2.375, 1.793, -1.437], [-3.682, 2.236, -1.520], [-3.959, 3.592, -1.553], [-2.904, 4.490, -1.550], [-1.594, 4.054, -1.469], [-1.297, 2.687, -1.363], [-0.034, 2.133, -1.280], [1.169, 2.683, -0.876], [1.388, 3.992, -0.431], [2.665, 4.426, -0.119], [3.759, 3.585, -0.234], [3.551, 2.268, -0.612], [2.275, 1.821, -0.895], [2.052, 0.387, -1.212], [2.645, 0.057, -2.535], [2.652, -0.479, -0.160], [-3.525, 0.027, -3.064], [-2.200, -1.171, -3.011], [-1.904, 0.473, -3.640], [-3.924, -0.290, -0.690], [-2.548, -0.129, 0.455], [-2.620, -1.498, -0.693], [-4.496, 1.526, -1.566], [-4.982, 3.937, -1.603], [-3.098, 5.552, -1.620], [-0.798, 4.776, -1.522], [0.558, 4.658, -0.274], [2.799, 5.441, 0.233], [4.755, 3.932, 0.002], [4.392, 1.589, -0.658], [3.723, 0.222, -2.496], [2.208, 0.706, -3.291], [2.434, -0.985, -2.764], [3.731, -0.324, -0.132], [2.436, -1.514, -0.408], [2.199, -0.209, 0.792], [-0.238, 0.936, 1.704], [0.121, -0.298, 3.101], [-0.866, -1.125, 3.642], [-0.531, -2.063, 4.603], [0.701, -2.238, 5.082], [1.636, -1.421, 4.596], [1.402, -0.454, 3.632], [-1.894, -1.032, 3.313], [-1.297, -2.714, 5.012], [2.636, -1.550, 4.999], [2.214, 0.173, 3.285], [0.083, -5.294, -0.592], [-0.098, -3.586, 0.150], [-1.762, -3.435, 0.983], [1.239, -3.240, 1.390], [0.050, -2.282, -1.748], [-0.011, -6.048, 0.195], [1.057, -5.421, -1.067], [-0.688, -5.487, -1.339], [-1.831, -4.190, 1.771], [-2.585, -3.600, 0.285], [-1.877, -2.459, 1.454], [1.080, -3.861, 2.277], [1.197, -2.202, 1.720], [2.236, -3.453, 0.998]], "atomic_forces_ev_per_a": [[0.01, -0.04, -0.02], [-0.01, 0.00, 0.01], [0.04, 0.02, -0.05], [0.01, 0.03, 0.01], [-0.02, 0.02, 0.00], [0.02, 0.00, 0.00], [-0.03, 0.00, 0.00], [0.01, 0.02, 0.00], [0.01, -0.03, 0.01], [0.03, -0.01, -0.01], [-0.04, 0.05, 0.03], [0.02, -0.01, -0.02], [-0.01, -0.04, -0.02], [0.00, 0.02, 0.01], [0.02, 0.00, 0.00], [-0.03, 0.00, 0.00], [0.00, 0.02, 0.00], [-0.01, -0.02, 0.04], [0.00, 0.00, -0.01], [0.01, 0.04, 0.00], [0.00, 0.00, 0.00], [0.00, 0.00, 0.00], [0.00, 0.00, 0.00], [0.00, -0.01, 0.01], [0.00, -0.01, 0.01], [0.01, -0.01, 0.01], [0.00, 0.00, 0.00], [0.00, 0.00, 0.00], [0.00, 0.00, 0.00], [-0.02, 0.01, -0.02], [0.02, 0.01, 0.02], [0.00, 0.00, 0.00], [0.00, 0.00, 0.00], [0.00, 0.00, 0.00], [0.00, 0.00, 0.00], [0.00, 0.00, 0.00], [0.00, 0.00, 0.00], [0.01, -0.01, 0.00], [0.00, 0.00, -0.01], [0.00, -0.02, -0.01], [-0.02, -0.04, 0.02], [-0.05, -0.02, -0.03], [0.00, 0.02, 0.02], [0.00, 0.01, 0.00], [0.02, 0.00, 0.00], [0.01, 0.01, 0.02], [0.01, 0.00, 0.02], [0.00, -0.01, -0.01], [0.00, 0.00, 0.00], [0.00, 0.00, 0.00], [0.02, 0.01, 0.01], [0.01, 0.00, 0.01], [-0.10, 0.02, -0.01], [0.00, -0.01, -0.04], [0.05, -0.01, -0.03], [-0.01, -0.02, 0.03], [0.01, 0.00, 0.00], [0.00, 0.00, 0.00], [0.00, 0.00, 0.00], [0.01, 0.01, 0.01], [0.00, -0.01, 0.00], [0.00, 0.03, -0.02], [0.01, -0.01, -0.01], [0.02, -0.01, 0.00], [-0.02, 0.01, 0.01]], "total_charge": 0, "largest_force_ev_per_a": 0.10, "e_tot_ev": -173646.894, "gap_ev": 5.55}

# 4
{"formula": "ArH24O12", "method": "ωB97M-V with the def2-TZVPD basis set", "species": ["Ar", "O", "H", "H", "O", "H", "H", "O", "H", "H", "O", "H", "H", "O", "H", "H", "O", "H", "H", "O", "H", "H", "O", "H", "H", "O", "H", "H", "O", "H", "H", "O", "H", "H", "O", "H", "H"], "coordinates": [[-0.190, -0.434, 0.420], [2.920, -0.310, 2.778], [3.846, -0.326, 3.021], [2.887, -0.747, 1.928], [-1.521, -2.937, -1.586], [-1.041, -2.162, -1.879], [-2.208, -2.592, -1.015], [-2.583, 1.490, -2.537], [-2.591, 0.548, -2.366], [-2.716, 1.563, -3.482], [-3.428, -2.260, 0.186], [-3.062, -2.331, 1.068], [-3.782, -1.372, 0.145], [2.520, -2.001, 0.419], [1.945, -2.766, 0.444], [2.702, -1.868, -0.511], [2.795, -1.768, -2.403], [3.606, -1.269, -2.497], [2.116, -1.103, -2.283], [-1.110, 2.641, -0.098], [-1.216, 2.125, -0.897], [-1.113, 3.550, -0.398], [-0.106, -0.788, -2.753], [-0.095, 0.168, -2.803], [-0.163, -1.075, -3.664], [-1.832, 2.112, 2.788], [-1.606, 2.237, 1.866], [-1.012, 2.261, 3.258], [-1.825, -0.462, 4.050], [-1.583, 0.185, 3.388], [-0.989, -0.774, 4.397], [2.371, 0.825, -0.904], [2.003, 1.294, -0.155], [1.954, 1.226, -1.666], [1.656, 2.543, 1.043], [1.737, 1.974, 1.809], [0.714, 2.604, 0.887]], "atomic_forces_ev_per_a": [[-0.20, -0.01, 0.13], [-0.21, 0.53, 0.42], [0.18, 0.03, 0.10], [-0.16, -0.54, -0.67], [0.39, -0.41, -0.50], [0.26, 0.14, -0.04], [-0.45, -0.06, 0.41], [0.34, 0.20, 0.26], [-0.08, -0.43, 0.08], [-0.09, 0.11, -0.27], [-0.27, 0.04, -0.06], [0.16, -0.09, 0.37], [-0.21, 0.25, 0.05], [0.08, 0.03, 0.83], [-0.12, -0.20, 0.08], [0.16, 0.08, -0.67], [0.14, -0.43, -0.11], [0.28, 0.16, 0.00], [-0.43, 0.29, 0.07], [0.34, 0.08, 0.50], [-0.30, -0.28, -0.37], [-0.13, 0.34, -0.05], [0.17, 0.16, 0.06], [-0.08, 0.34, 0.08], [0.04, -0.28, -0.36], [-0.08, -0.23, 0.18], [-0.02, 0.13, -0.63], [0.19, 0.20, 0.28], [-0.11, -0.43, 0.18], [-0.20, 0.49, -0.28], [0.19, -0.19, 0.13], [0.35, -0.83, -1.05], [-0.02, 0.61, 0.63], [0.05, 0.27, -0.13], [0.17, 0.14, 0.05], [0.30, -0.30, 0.49], [-0.62, 0.10, -0.22]], "total_charge": 0, "largest_force_ev_per_a": 1.38, "e_tot_ev": -39314.751, "gap_ev": 9.99}

# 5
{"formula": "C22H19N5O3S", "method": "ωB97M-V with the def2-TZVPD basis set", "species": ["C", "O", "C", "C", "C", "C", "C", "N", "C", "O", "C", "N", "C", "O", "C", "C", "S", "N", "N", "C", "C", "N", "C", "C", "C", "C", "C", "C", "C", "C", "C", "H", "H", "H", "H", "H", "H", "H", "H", "H", "H", "H", "H", "H", "H", "H", "H", "H", "H", "H"], "coordinates": [[-4.951, -1.349, -2.429], [-4.591, -1.168, -1.082], [-3.363, -1.590, -0.675], [-2.414, -2.190, -1.494], [-1.207, -2.610, -0.959], [-0.924, -2.448, 0.387], [0.398, -2.883, 0.968], [1.313, -1.758, 1.026], [1.383, -0.951, 2.095], [0.863, -1.169, 3.167], [2.200, 0.321, 1.814], [1.647, 1.014, 0.664], [2.391, 1.394, -0.410], [2.040, 2.221, -1.228], [3.683, 0.673, -0.606], [4.860, 1.218, -1.064], [5.962, -0.052, -1.337], [4.844, -1.176, -0.874], [3.743, -0.676, -0.531], [0.263, 1.314, 0.702], [-0.391, 1.642, 1.914], [-1.661, 1.898, 2.001], [-2.422, 1.864, 0.890], [-3.797, 2.157, 0.991], [-4.584, 2.146, -0.126], [-4.037, 1.844, -1.385], [-2.711, 1.542, -1.512], [-1.871, 1.545, -0.380], [-0.498, 1.250, -0.442], [-1.866, -1.819, 1.197], [-3.070, -1.398, 0.677], [-4.958, -2.409, -2.705], [-5.959, -0.948, -2.522], [-4.281, -0.804, -3.102], [-2.602, -2.344, -2.545], [-0.483, -3.084, -1.607], [0.852, -3.674, 0.368], [0.257, -3.233, 1.994], [1.818, -1.505, 0.186], [3.238, 0.051, 1.626], [2.168, 0.961, 2.700], [5.095, 2.247, -1.235], [0.153, 1.696, 2.846], [-4.195, 2.389, 1.966], [-5.637, 2.372, -0.052], [-4.680, 1.854, -2.253], [-2.280, 1.306, -2.475], [-0.056, 0.991, -1.392], [-1.648, -1.664, 2.242], [-3.809, -0.919, 1.298]], "atomic_forces_ev_per_a": [[-0.03, -0.04, -0.11], [0.06, -0.07, 0.26], [0.11, -0.08, 0.10], [-0.35, 0.15, -0.23], [0.10, -0.02, 0.28], [0.13, -0.21, -0.10], [-0.19, 0.12, 0.11], [0.10, -0.32, -0.22], [0.52, 0.26, -0.36], [-0.23, 0.00, 0.47], [-0.04, -0.16, 0.45], [0.06, 0.02, 0.05], [0.05, 0.27, -0.12], [0.13, -0.04, -0.01], [1.07, 0.72, -0.61], [0.04, -0.41, 0.10], [-0.71, 0.86, 0.20], [0.87, -1.35, -0.21], [-0.97, -0.15, 0.27], [-0.64, 0.11, -0.51], [0.29, 0.01, -0.05], [-0.25, 0.10, 0.47], [0.19, -0.08, -0.59], [-0.23, 0.02, -0.16], [0.00, 0.05, 0.32], [0.28, -0.05, -0.25], [-0.22, 0.08, -0.15], [0.01, 0.11, 0.51], [0.10, 0.00, 0.30], [-0.08, -0.03, -0.08], [-0.16, -0.01, -0.16], [0.02, 0.04, 0.00], [0.05, -0.03, -0.05], [0.00, -0.01, 0.00], [-0.07, 0.00, -0.09], [0.08, -0.07, -0.07], [-0.04, 0.01, 0.08], [0.07, -0.08, -0.16], [0.02, 0.03, 0.15], [-0.14, 0.09, 0.08], [0.00, -0.17, -0.09], [-0.04, 0.31, -0.06], [0.18, -0.07, 0.06], [-0.04, 0.03, 0.11], [-0.08, 0.02, 0.05], [-0.03, -0.03, -0.09], [0.01, -0.03, -0.11], [0.04, 0.00, -0.05], [0.02, 0.02, 0.16], [-0.11, 0.07, 0.09]], "total_charge": 0, "smiles": "COc1ccc(CNC(=O)CN(C(=O)c2csnn2)c2cnc3ccccc3c2)cc1", "largest_force_ev_per_a": 1.61, "e_tot_ev": -47550.509, "gap_ev": 7.88}

# 6
{"formula": "H14LiO7", "method": "ωB97M-V with the def2-TZVPD basis set", "species": ["Li", "O", "H", "H", "O", "H", "H", "O", "H", "H", "O", "H", "H", "O", "H", "H", "O", "H", "H", "O", "H", "H"], "coordinates": [[-0.145, 0.215, -0.023], [-2.178, -0.356, -0.311], [-2.396, -0.426, -1.275], [-2.732, -1.012, 0.009], [0.146, 1.727, 1.400], [-0.193, 2.166, 2.200], [1.137, 1.590, 1.611], [0.034, -3.192, -0.038], [-0.100, -2.291, 0.047], [-0.844, -3.541, 0.147], [2.419, 1.113, 0.546], [2.280, 1.930, 0.058], [2.767, 0.396, 0.061], [-0.203, 1.915, -1.376], [-0.941, 2.593, -1.427], [0.560, 2.354, -1.280], [-0.011, -0.422, -1.624], [0.206, -0.165, -2.532], [-0.261, -1.305, -1.798], [0.091, -0.772, 1.607], [0.924, -1.390, 1.770], [-0.558, -1.127, 2.226]], "atomic_forces_ev_per_a": [[-0.64, 1.31, 1.08], [0.84, 1.33, -2.34], [0.53, 0.58, 1.04], [-1.80, -1.89, 1.66], [1.77, 1.06, 1.38], [-0.11, -0.25, -0.55], [-2.33, 0.00, -0.42], [0.05, -2.59, -0.45], [-0.22, 2.90, 0.48], [0.08, -0.46, -0.02], [-0.59, 0.98, 1.33], [0.58, -0.43, -0.46], [0.86, -0.72, -1.30], [-5.78, -0.89, -0.87], [1.52, -1.13, 0.21], [4.17, 2.96, 0.51], [1.01, -0.37, -2.15], [0.21, 0.79, 0.45], [-0.40, -2.18, 0.17], [2.87, -2.92, 0.63], [-2.54, 1.82, -0.42], [-0.09, 0.09, 0.03]], "total_charge": 1, "largest_force_ev_per_a": 5.91, "e_tot_ev": -14760.210, "gap_ev": 11.25}